1.
72
Properties=species:S:1:pos:R:3:lowdin_charge:R:1 method="wB97M-V/def2-TZVPD" multiplicity=5 charge=-1
C -4.215 2.491 -1.415 -0.061
C -3.735 2.476 0.003 -0.251
H -5.289 2.699 -1.486 0.058
H -3.998 1.514 -1.863 0.075
H -3.670 3.253 -1.995 0.081
C -4.503 2.782 1.050 -0.139
C -6.005 2.799 1.011 -0.139
H -4.048 3.050 2.011 0.094
H -6.396 1.881 0.554 0.069
H -6.423 3.640 0.443 0.060
H -6.421 2.839 2.022 0.054
Fe 2.415 -0.922 -0.432 0.112
Cl 2.923 1.234 -1.147 0.030
Cl 2.205 -2.768 -1.805 0.212
H 6.956 -3.235 -0.223 0.094
H 7.415 -1.227 -2.132 0.091
C 5.933 -3.207 -0.623 -0.032
C 6.369 -1.480 -2.358 -0.037
N 5.661 -1.883 -1.158 -0.180
H 5.210 -3.421 0.166 0.092
C 4.890 -1.026 -0.488 -0.379
O 4.138 -1.365 0.467 -0.134
H 5.874 -0.600 -2.784 0.099
H 4.990 0.033 -0.781 0.069
H 5.859 -3.937 -1.436 0.091
H 6.362 -2.303 -3.080 0.093
H -2.364 -1.876 -0.103 0.073
H -3.139 -0.917 2.695 0.086
C -2.202 -2.607 0.706 -0.047
C -2.356 -1.634 2.983 -0.081
N -1.539 -1.965 1.828 -0.171
H -1.602 -3.448 0.337 0.078
C -0.187 -1.858 1.902 -0.358
O 0.630 -2.485 1.220 -0.087
H -1.710 -1.193 3.759 0.084
H 0.141 -1.124 2.661 0.123
H -3.177 -2.963 1.067 0.083
H -2.845 -2.539 3.381 0.086
O -2.339 0.635 -0.258 -0.282
C -2.316 1.904 0.143 -0.524
C -1.564 1.686 2.608 -0.046
C -1.510 2.383 1.409 -0.151
H -2.087 0.741 2.633 0.071
C -0.954 2.182 3.770 -0.104
H -1.771 2.379 -0.702 0.109
C -0.810 3.591 1.379 -0.043
H -1.023 1.604 4.690 0.091
C -0.284 3.397 3.738 -0.143
C -0.192 4.102 2.533 -0.102
H -0.774 4.142 0.439 0.108
H 0.185 3.781 4.650 0.090
H 0.345 5.054 2.497 0.090
Si 0.230 -1.599 -2.858 0.197
Cl 0.302 -0.440 -0.838 0.452
C -0.496 -3.369 -2.978 -0.238
C 1.591 -1.059 -4.084 -0.268
C -1.190 -0.561 -3.623 -0.248
H -0.603 -3.841 -1.994 0.009
H 0.136 -4.026 -3.596 0.020
H -1.486 -3.342 -3.452 0.022
H -2.137 -0.902 -3.174 0.023
H -1.163 -0.763 -4.709 0.021
H -0.983 0.501 -3.412 0.029
H 2.143 -0.184 -3.717 0.002
H 1.153 -0.785 -5.051 0.018
H 2.327 -1.849 -4.282 -0.008
C 2.378 0.959 2.533 -0.141
O 1.387 0.635 1.565 -0.254
H 2.505 0.079 3.178 0.083
H 2.061 1.817 3.143 0.069
H 3.336 1.165 2.035 0.067
H 1.460 1.276 0.829 -0.009

---

2.
74
Properties=species:S:1:pos:R:3:lowdin_charge:R:1 method="wB97M-V/def2-TZVPD" multiplicity=3 charge=-1
C -2.423 3.196 -1.681 -0.032
C -1.479 4.234 -1.186 -0.235
H -3.445 3.427 -1.374 0.070
H -2.164 2.211 -1.268 0.087
H -2.410 3.109 -2.785 0.098
C -1.786 5.489 -0.843 -0.100
C -3.132 6.122 -0.907 -0.097
H -0.985 6.131 -0.486 0.106
H -3.921 5.424 -0.614 0.066
H -3.364 6.465 -1.924 0.081
H -3.201 7.003 -0.250 0.072
Pt -0.502 -4.471 0.192 0.433
Cl 0.066 -5.614 -1.909 -0.218
Cl -1.389 -2.637 -0.869 -0.160
C 1.748 -3.073 -0.688 -0.328
O 1.296 -3.726 0.334 -0.281
N 2.901 -2.453 -0.629 -0.173
C 3.557 -2.125 0.629 -0.024
C 3.567 -2.027 -1.860 -0.030
H 1.176 -3.008 -1.616 0.067
H 3.128 -2.741 1.416 0.092
H 3.406 -1.059 0.866 0.075
H 4.633 -2.310 0.546 0.088
H 2.999 -2.403 -2.716 0.097
H 4.583 -2.433 -1.895 0.088
H 3.617 -0.935 -1.912 0.076
H -4.709 -2.565 1.738 0.098
H -2.537 -0.990 1.904 0.075
C -4.323 -3.118 2.605 -0.054
C -2.456 -1.494 2.873 -0.047
N -2.890 -2.875 2.747 -0.190
H -4.499 -4.185 2.456 0.068
C -2.034 -3.853 2.558 -0.365
O -0.869 -3.667 2.022 -0.280
H -1.414 -1.482 3.199 0.090
H -2.342 -4.851 2.908 0.115
H -4.848 -2.781 3.503 0.076
H -3.094 -0.979 3.602 0.084
O 0.224 3.278 0.264 -0.180
C -0.026 3.779 -1.047 -0.311
C 1.548 5.649 -0.363 -0.040
C 0.936 4.904 -1.368 -0.198
H 1.350 5.400 0.678 0.119
C 2.408 6.694 -0.701 -0.084
H 0.137 2.974 -1.778 0.143
C 1.182 5.213 -2.711 -0.029
H 2.882 7.267 0.090 0.098
C 2.655 6.999 -2.035 -0.103
C 2.038 6.254 -3.039 -0.089
H 0.683 4.634 -3.485 0.120
H 3.327 7.813 -2.294 0.095
H 2.225 6.481 -4.084 0.098
Si 1.142 1.927 0.619 0.395
Cl -2.791 -5.640 0.316 -0.054
C 1.612 2.152 2.402 -0.157
C 2.660 1.870 -0.478 -0.153
C 0.148 0.368 0.403 -0.165
H 1.953 3.178 2.604 0.028
H 2.422 1.467 2.692 0.031
H 0.757 1.953 3.064 0.036
H -0.744 0.362 1.048 0.026
H 0.743 -0.521 0.669 0.029
H -0.196 0.228 -0.632 0.020
H 3.178 2.842 -0.512 0.034
H 2.418 1.585 -1.513 0.036
H 3.381 1.130 -0.096 0.017
N -1.886 -8.750 1.230 0.025
C -1.054 -8.271 0.290 -0.921
N -0.357 -9.007 -0.585 0.030
S -0.806 -6.651 0.324 0.213
H -2.035 -9.739 1.299 0.063
H -2.399 -8.161 1.904 0.085
H 0.283 -8.610 -1.286 0.087
H -0.455 -10.006 -0.576 0.066

---

3.
74
Properties=species:S:1:pos:R:3:lowdin_charge:R:1 method="wB97M-V/def2-TZVPD" multiplicity=1
C -1.516 -2.121 -2.565 -0.040
C -1.058 -3.080 -1.518 -0.231
H -1.337 -2.519 -3.563 0.061
H -1.033 -1.133 -2.483 0.034
H -2.596 -1.957 -2.447 0.097
C -0.510 -4.286 -1.734 -0.115
C -0.290 -4.881 -3.083 -0.102
H -0.253 -4.919 -0.883 0.102
H -0.428 -4.156 -3.896 0.059
H -0.994 -5.710 -3.253 0.078
H 0.720 -5.307 -3.168 0.069
Sc -0.019 0.422 0.496 0.342
Cl -2.276 0.727 1.272 0.013
Cl -0.096 1.283 -1.681 0.100
H 0.754 4.783 4.316 0.095
H -1.316 5.794 3.327 0.095
C 1.058 4.421 3.324 -0.015
C -0.994 5.418 2.351 -0.028
N -0.136 4.249 2.498 -0.167
H 1.603 3.480 3.406 0.093
C -0.348 3.177 1.754 -0.303
O 0.457 2.194 1.686 -0.169
H -1.860 5.128 1.753 0.096
H -1.318 3.156 1.230 0.095
H 1.698 5.196 2.882 0.100
H -0.456 6.229 1.843 0.099
H 1.371 -1.536 -2.181 0.088
H 2.360 -3.803 -0.767 0.087
C 2.361 -1.154 -1.881 -0.027
C 3.203 -3.110 -0.610 -0.032
N 2.749 -1.724 -0.591 -0.150
H 2.308 -0.065 -1.818 0.055
C 2.642 -1.025 0.536 -0.292
O 2.126 0.133 0.586 -0.160
H 3.695 -3.345 0.340 0.095
H 3.019 -1.508 1.454 0.137
H 3.104 -1.466 -2.627 0.096
H 3.916 -3.233 -1.437 0.093
O -0.247 -1.514 0.065 -0.371
C -1.178 -2.515 -0.109 -0.393
C 0.164 -4.012 1.463 -0.125
C -1.070 -3.564 0.995 -0.210
H 1.092 -3.584 1.054 0.088
C 0.208 -4.983 2.472 -0.100
H -2.195 -2.098 -0.043 0.124
C -2.255 -4.058 1.544 -0.025
H 1.184 -5.291 2.869 0.101
C -0.975 -5.553 2.951 -0.102
C -2.214 -5.100 2.468 -0.083
H -3.186 -3.622 1.174 0.120
H -0.934 -6.343 3.711 0.096
H -3.150 -5.546 2.806 0.098
Si -0.428 4.377 -4.009 0.095
Cl -0.649 2.483 -4.831 0.280
C 1.416 4.553 -3.696 -0.225
C -1.665 4.428 -2.596 -0.231
C -0.883 5.768 -5.211 -0.220
H 1.814 3.666 -3.183 0.016
H 1.635 5.447 -3.094 0.029
H 1.938 4.661 -4.661 0.033
H -0.198 5.811 -6.071 0.028
H -0.816 6.729 -4.674 0.032
H -1.910 5.656 -5.587 0.027
H -1.533 3.560 -1.936 -0.034
H -2.682 4.399 -3.011 0.036
H -1.575 5.348 -2.006 0.024
N 0.038 -1.241 5.565 0.072
C 0.056 -0.570 4.379 -0.880
N -0.284 0.723 4.470 0.100
S 0.447 -1.318 2.923 0.793
H 0.160 -0.698 6.416 0.102
H 0.476 -2.157 5.561 0.095
H -0.305 1.285 3.622 0.053
H -0.605 1.123 5.343 0.112

---

4.
74
Properties=species:S:1:pos:R:3:lowdin_charge:R:1 method="wB97M-V/def2-TZVPD" multiplicity=6
C 4.693 -1.412 1.523 -0.047
C 3.854 -0.331 0.984 -0.263
H 5.644 -0.917 1.776 0.083
H 4.862 -2.237 0.801 0.090
H 4.165 -1.756 2.429 0.081
C 4.214 0.460 -0.022 -0.142
C 5.610 0.654 -0.390 -0.114
H 3.518 1.200 -0.543 0.101
H 5.922 -0.138 -1.086 0.080
H 6.229 0.598 0.530 0.078
H 5.724 1.620 -0.931 0.081
Sm -2.786 0.184 -0.771 1.087
Cl -2.645 -0.388 2.121 -0.123
Cl -2.854 -2.316 -1.546 -0.214
H -8.081 -1.778 -0.811 0.081
H -7.714 -2.515 1.433 0.081
C -7.058 -1.540 -1.040 -0.014
C -6.661 -2.567 1.259 0.012
N -6.380 -1.509 0.248 -0.149
H -7.011 -0.534 -1.484 0.101
C -5.415 -0.649 0.495 -0.313
O -4.994 0.318 -0.296 -0.274
H -6.138 -2.302 2.159 0.091
H -4.820 -0.734 1.397 0.009
H -6.668 -2.311 -1.713 0.104
H -6.384 -3.559 0.918 0.100
H 1.715 -0.818 -2.585 0.070
H 2.879 1.646 -2.702 0.085
C 1.101 -0.378 -3.374 -0.025
C 2.031 1.923 -3.322 -0.038
N 0.897 1.033 -3.162 -0.166
H 0.150 -0.898 -3.565 0.114
C -0.296 1.566 -2.895 -0.304
O -1.357 0.899 -2.790 -0.179
H 1.736 2.967 -3.162 0.090
H -0.262 2.663 -2.717 0.140
H 1.736 -0.452 -4.241 0.090
H 2.359 1.788 -4.336 0.086
O 2.001 -1.182 0.371 -0.325
C 2.389 -0.268 1.409 -0.256
C 1.545 1.791 0.180 -0.178
C 1.794 1.162 1.426 -0.170
H 1.670 1.104 -0.668 0.061
C 1.288 3.121 0.008 -0.094
H 2.119 -0.758 2.400 0.165
C 1.442 1.984 2.507 -0.054
H 1.075 3.504 -1.009 0.091
C 1.177 3.952 1.133 -0.107
C 1.229 3.340 2.409 -0.116
H 1.378 1.578 3.546 0.124
H 1.063 5.000 0.990 0.080
H 0.990 4.025 3.250 0.107
Si 1.314 -2.754 0.362 0.379
Cl -0.459 -0.213 0.005 0.207
C 0.894 -3.150 -1.528 -0.152
C -0.233 -3.134 1.316 -0.201
C 2.665 -3.651 1.121 -0.171
H 1.458 -2.484 -2.237 -0.005
H -0.247 -3.063 -1.632 -0.012
H 1.228 -4.241 -1.515 0.036
H 3.532 -3.477 0.484 0.027
H 2.328 -4.700 1.155 0.049
H 2.888 -3.279 2.124 0.041
H -0.394 -2.544 2.217 0.019
H 0.057 -4.171 1.519 0.025
H -1.130 -3.117 0.731 -0.023
N -2.014 4.521 0.530 0.164
C -2.165 3.165 0.801 -0.589
N -2.106 2.831 2.101 0.191
O -2.433 2.354 -0.121 -0.193
H -1.768 5.159 1.289 0.112
H -1.982 4.754 -0.446 0.104
H -2.186 1.840 2.389 -0.003
H -1.924 3.520 2.792 0.098

---

5.
76
Properties=species:S:1:pos:R:3:lowdin_charge:R:1 method="wB97M-V/def2-TZVPD" multiplicity=3 charge=+3
W 0.558 0.736 -1.147 1.386
N 2.618 -1.959 -4.361 0.203
C 2.115 -1.795 -2.971 -0.494
C 2.525 -3.029 -2.181 -0.055
P 0.284 -1.626 -2.721 0.397
O -0.061 -0.118 -3.387 -0.207
O -0.540 -2.666 -3.292 -0.178
O 0.195 -1.268 -1.224 -0.412
P 3.057 -0.288 -2.345 0.378
O 3.132 -0.522 -0.746 -0.205
O 4.311 -0.343 -3.090 -0.205
O 2.178 0.960 -2.432 -0.399
H 2.753 -2.951 -4.613 0.191
H 3.564 -1.473 -4.333 0.152
H 2.039 -1.531 -5.093 0.183
H 1.997 -3.909 -2.550 0.112
H 2.266 -2.919 -1.129 0.072
H 3.601 -3.194 -2.249 0.116
H -0.653 -0.182 -4.151 0.124
H 4.005 -0.794 -0.430 0.127
C 0.866 -1.873 4.568 -0.079
C 1.829 -2.659 3.683 -0.225
C 1.158 -3.491 2.588 -0.159
C 0.657 -2.691 1.380 -0.151
N -0.445 -1.818 1.713 0.001
C -0.413 -0.482 1.778 -0.526
Se 1.075 0.632 1.198 0.909
N -1.567 -0.009 2.281 -0.003
C -1.844 1.357 2.663 -0.121
C -2.770 2.094 1.697 -0.151
C -2.190 2.341 0.299 -0.230
C -2.235 1.103 -0.618 -0.086
C -2.392 -1.086 2.537 -0.125
C -3.680 -1.167 3.060 0.028
C -4.220 -2.430 3.199 -0.022
C -3.517 -3.578 2.821 -0.020
C -2.238 -3.509 2.305 0.027
C -1.677 -2.242 2.171 -0.126
H 1.371 -1.592 5.486 0.088
H 0.005 -2.477 4.839 0.085
H 0.527 -0.953 4.094 0.048
H 2.376 -3.358 4.316 0.121
H 2.559 -1.976 3.244 0.106
H 0.330 -4.049 3.021 0.109
H 1.878 -4.219 2.211 0.127
H 0.316 -3.374 0.596 0.137
H 1.470 -2.064 0.996 0.077
H -0.891 1.886 2.763 0.111
H -2.320 1.328 3.646 0.149
H -2.989 3.059 2.154 0.134
H -3.714 1.554 1.602 0.122
H -1.160 2.728 0.382 0.083
H -2.805 3.117 -0.161 0.118
H -1.338 0.419 -0.482 -0.002
H -2.327 1.399 -1.672 0.085
H -3.123 0.511 -0.386 0.116
H -4.230 -0.289 3.352 0.124
H -5.210 -2.534 3.616 0.128
H -3.984 -4.543 2.948 0.129
H -1.707 -4.399 2.017 0.124
C -1.839 4.845 -2.827 -0.105
C -0.388 4.934 -2.392 -0.337
S 0.547 3.483 -3.007 1.161
O 0.028 2.436 -1.922 -0.706
C 2.215 3.945 -2.384 -0.337
C 2.358 3.789 -0.884 -0.100
H -2.387 5.700 -2.440 0.104
H -2.317 3.942 -2.456 0.060
H -1.916 4.873 -3.910 0.092
H -0.284 4.939 -1.307 0.099
H 0.071 5.825 -2.812 0.115
H 2.388 4.976 -2.691 0.115
H 2.917 3.307 -2.925 0.088
H 1.835 4.571 -0.340 0.093
H 3.413 3.848 -0.620 0.110
H 1.982 2.791 -0.541 0.004

---

6.
89
Properties=species:S:1:pos:R:3:lowdin_charge:R:1 method="wB97M-V/def2-TZVPD" multiplicity=1 charge=-1
N 0.120 0.199 0.783 -0.610
O -0.275 -0.946 0.419 -0.056
O -0.699 1.161 0.803 -0.088
O 1.273 0.469 1.083 -0.037
O -2.905 -4.902 -0.850 -0.241
S -4.113 -4.222 -0.927 0.574
O -5.104 -4.127 0.040 -0.247
O -3.751 -2.534 -1.150 -0.256
C -3.567 -1.747 -0.044 -0.397
C -3.561 -0.290 -0.446 -0.079
C -4.812 -4.399 -2.466 -0.167
H -2.663 -1.844 0.683 0.132
H -4.313 -1.881 0.714 0.092
H -2.496 -0.163 -0.791 0.075
H -3.669 0.298 0.522 0.091
H -4.318 -0.207 -1.219 0.074
H -5.724 -5.074 -2.527 0.094
H -4.101 -4.865 -3.299 0.128
H -5.133 -3.379 -2.752 0.077
O -3.994 -1.020 4.894 -0.326
S -2.649 -1.606 4.713 0.612
O -1.842 -1.879 5.816 -0.255
O -2.791 -3.008 3.875 -0.243
C -3.068 -4.213 4.516 -0.288
C -3.779 -5.050 3.477 -0.056
C -1.888 -0.469 3.577 -0.121
H -3.632 -4.140 5.439 0.133
H -2.270 -4.793 4.671 0.074
H -4.153 -6.004 3.743 0.067
H -3.179 -5.164 2.537 0.107
H -4.717 -4.640 3.376 0.050
H -1.611 0.344 4.110 0.010
H -2.609 -0.087 2.740 0.108
H -0.948 -1.079 3.240 0.115
O 7.446 0.213 -0.101 -0.298
S 6.128 0.776 -0.283 0.618
O 6.027 2.218 -0.065 -0.303
O 5.718 0.532 -1.804 -0.258
C 6.423 1.257 -2.806 -0.314
C 5.715 1.007 -4.085 -0.069
C 4.956 -0.090 0.693 -0.099
H 7.361 0.853 -2.996 0.106
H 6.299 2.240 -2.592 0.086
H 4.651 1.559 -3.891 0.129
H 5.804 -0.176 -4.338 0.146
H 6.242 1.586 -4.849 0.072
H 5.036 -1.165 0.526 0.089
H 4.087 0.257 0.296 0.006
H 4.867 0.126 1.746 0.093
C -3.174 5.172 -0.385 -0.133
C -2.970 3.684 -0.604 -0.063
O -2.289 3.849 -1.911 0.020
C -1.897 5.218 -2.044 -0.567
O -1.201 5.525 -3.053 0.089
O -2.191 5.903 -1.073 0.173
H -3.117 5.241 0.621 0.092
H -4.189 5.497 -0.521 0.135
H -3.885 3.098 -0.650 0.132
H -2.367 3.377 0.233 0.107
C 1.926 1.546 -2.227 -0.034
C 1.240 2.905 -2.428 -0.133
O 0.953 2.968 -3.721 0.129
C 1.380 1.991 -4.358 -0.557
O 1.326 1.836 -5.655 0.021
O 1.892 0.995 -3.600 0.071
H 1.492 0.882 -1.575 0.084
H 2.869 1.530 -1.957 0.063
H 1.934 3.833 -2.249 0.175
H 0.371 3.044 -1.742 0.135
C 1.010 3.801 2.513 -0.067
C 0.645 2.944 3.627 -0.125
O 1.534 3.267 4.673 0.135
C 2.378 4.129 4.279 -0.814
O 3.153 4.594 4.988 0.195
O 2.197 4.480 3.101 0.149
H 0.139 4.401 1.901 0.179
H 1.281 3.417 1.635 0.057
H 0.851 1.994 3.406 0.083
H -0.437 3.213 3.783 0.158
C 0.551 -3.558 -1.837 -0.086
C 1.773 -2.699 -1.393 -0.103
O 2.896 -3.361 -2.013 0.114
C 2.414 -4.199 -2.876 -0.635
O 3.114 -4.811 -3.677 0.101
O 1.103 -4.350 -2.905 0.079
H -0.325 -2.784 -2.055 0.175
H 0.385 -4.173 -0.915 0.137
H 1.859 -2.582 -0.372 0.096
H 1.555 -1.746 -1.713 0.083

---

no.,energy (a.u.)
1,-4168.52404
2,-3456.43769
3,-4098.26455
4,-3672.40686
5,-5063.84731
6,-3878.89649